Record 1
28
Properties=species:S:1:pos:R:3:lowdin_charge:R:1 method="wB97M-V/def2-TZVPD" homo_energy_ev="-11.394 / -11.393" multiplicity=4 molar_mass_g_mol=436.32 lumo_ev="-4.83 / -4.96" energy_ev=-87760.32714 total_charge=+1 s_squared=3.759 orbital_gap_ev="6.566 / 6.430"
C -3.0760 0.4736 1.6055 -0.064
Re -1.4567 -0.8374 -2.4483 1.239
N -0.6250 0.9970 -3.2090 -0.069
N -3.6709 -0.4284 -2.1379 -0.040
H -0.0868 0.4364 -3.8981 0.065
H -2.9775 1.5321 1.2867 0.018
H -2.6085 0.5983 2.6462 0.057
H -2.6692 -0.1747 0.8601 -0.037
H -4.1774 0.4967 1.8360 0.032
H -4.0350 -1.1638 -2.7174 0.039
H -4.1301 0.4365 -2.4516 0.086
H -4.1150 -0.5711 -1.2245 0.077
H -1.1809 1.6556 -3.8015 0.096
H 0.0451 1.6022 -2.6223 0.095
Br 0.4867 -2.6370 1.2404 0.842
C 1.8600 -1.4214 1.2817 -0.655
C 3.0276 -1.7486 2.0463 -0.104
C 4.0724 -0.7917 2.2605 -0.045
C 3.9455 0.4887 1.7142 -0.070
C 2.8513 0.8104 0.9521 -0.031
C 1.8002 -0.0894 0.7391 -0.141
C 0.6911 0.3199 -0.2718 -0.462
O 0.8665 1.4166 -0.8609 -0.018
O -0.3732 -0.4636 -0.6085 -0.345
H 3.1070 -2.7791 2.4572 0.105
H 4.9518 -1.1434 2.8246 0.117
H 4.7206 1.1824 1.9270 0.102
H 2.7564 1.8030 0.5742 0.113

---

Record 2
72
Properties=species:S:1:pos:R:3:lowdin_charge:R:1 method="wB97M-V/def2-TZVPD" homo_energy_ev="-11.581 / -11.430" multiplicity=2 molar_mass_g_mol=689.47 lumo_ev="-3.27 / -3.42" energy_ev=-122869.97328 total_charge=+1 s_squared=0.757 orbital_gap_ev="8.308 / 8.014"
Ru 0.3967 1.2300 0.3394 0.874
N 1.2275 1.5389 2.2524 -0.061
C 2.0442 0.3362 2.5560 -0.135
C 1.0989 -0.8540 2.2950 -0.533
O 0.2915 -1.1848 3.1408 0.081
N 1.1903 -1.3915 1.0466 -0.145
C 0.2453 -2.4227 0.6812 -0.095
C -0.1052 -2.3911 -0.7938 -0.440
O -0.9882 -3.0038 -1.2707 0.187
O 0.7844 -1.5861 -1.5954 -0.334
H 1.7319 2.3913 2.4714 0.080
H 0.3963 1.5111 2.8465 0.116
H 2.3869 0.3224 3.5898 0.139
H 2.8947 0.3431 1.8763 0.063
H -0.6988 -2.2983 1.2135 0.139
H 0.6198 -3.4263 0.9039 0.156
C -0.2997 -2.5919 -4.2669 -0.139
Si 0.3824 -1.1114 -3.3834 0.582
C -0.9251 0.1816 -3.1911 -0.131
C 2.0707 -0.5542 -3.8966 -0.142
Ge 1.9032 -0.4816 -0.5159 0.835
Si 4.1144 -1.4983 -0.6559 0.448
C 3.9268 -3.0498 -1.7029 -0.194
C 4.5742 -1.8838 1.1194 -0.204
C 5.2988 -0.2731 -1.4298 -0.209
Si 2.0734 2.7723 -0.2785 0.408
C 3.6099 2.9852 0.8017 -0.203
C 2.7630 2.6784 -2.0264 -0.228
C 0.8857 4.2379 -0.1078 -0.196
H -0.6139 -2.2938 -5.2718 0.055
H -1.1615 -2.9788 -3.7424 0.036
H 0.4379 -3.3877 -4.3828 0.050
H -1.6702 -0.0352 -3.9613 0.051
H -0.5579 1.1984 -3.3343 0.042
H -1.4313 0.1073 -2.2320 0.018
H 1.9101 -0.2765 -4.9460 0.062
H 2.7977 -1.3662 -3.8841 0.039
H 2.4675 0.3174 -3.3800 0.001
H 2.8887 -3.3642 -1.8258 0.019
H 4.4653 -3.8836 -1.2491 0.041
H 4.3483 -2.8895 -2.6966 0.034
H 3.8305 -2.5177 1.6043 0.034
H 4.6988 -0.9794 1.7171 0.025
H 5.5287 -2.4147 1.1337 0.046
H 4.9368 0.0639 -2.4034 0.021
H 6.2820 -0.7209 -1.5860 0.045
H 5.4351 0.6064 -0.7975 0.023
H 4.2630 2.1113 0.7201 0.015
H 3.4735 3.1922 1.8651 0.027
H 4.1751 3.8326 0.4049 0.046
H 3.4078 1.8052 -2.1430 -0.016
H 3.3779 3.5593 -2.2299 0.044
H 1.9749 2.6455 -2.7809 0.028
H -0.1687 3.9490 -0.0549 0.011
H 0.9893 4.9153 -0.9576 0.037
H 1.1014 4.8038 0.8012 0.036
O -1.4925 0.0229 0.0472 -0.075
C -2.0082 0.7666 0.9398 -0.565
O -1.4239 1.8499 1.2342 -0.080
C -3.2571 0.3036 1.6062 -0.133
C -3.1716 -0.2643 2.8730 0.010
C -4.3204 -0.7275 3.4927 0.026
C -5.5244 -0.5951 2.8270 -0.128
C -5.6315 -0.0265 1.5715 0.023
C -4.4770 0.4239 0.9534 0.009
N -6.7534 -1.0897 3.4855 -0.350
O -6.6361 -1.5694 4.5928 0.091
O -7.7945 -0.9800 2.8744 0.091
H -2.2108 -0.3630 3.3620 0.112
H -4.2962 -1.1808 4.4721 0.127
H -6.5998 0.0538 1.1013 0.126
H -4.5291 0.8652 -0.0331 0.128

---

Record 3
13
Properties=species:S:1:pos:R:3:lowdin_charge:R:1 method="wB97M-V/def2-TZVPD" homo_energy_ev="-12.398 / -13.617" molar_mass_g_mol=96.11 lumo_ev="-6.04 / -4.10" energy_ev=-8702.13774 total_charge=+1 orbital_gap_ev="6.361 / 9.521"
C 2.7816 0.4916 0.4114 0.127
C 3.2913 -0.3530 -0.4998 0.152
C 1.8408 -0.4685 -0.1508 -0.396
C -1.7519 0.1859 0.2180 -0.086
N 0.8358 -1.1212 -0.2793 0.178
N -1.9304 -0.8156 -0.5894 0.180
N -2.5349 1.0976 0.6892 0.146
H 2.7715 0.9962 1.2306 0.050
H 4.1143 -0.6124 -1.1245 0.111
H -1.0014 -1.2712 -0.7730 0.076
H -2.7351 -1.1696 -0.9909 0.110
H -2.1049 2.0333 1.0144 0.181
H -3.5768 1.0069 0.8442 0.172

---

Record 4
17
Properties=species:S:1:pos:R:3:lowdin_charge:R:1 method="wB97M-V/def2-TZVPD" homo_energy_ev=-7.827 molar_mass_g_mol=98.14 lumo_ev=0.88 energy_ev=-8428.31041 smiles=C[C@H]1C[C@@]2(O)C[C@@H]12 orbital_gap_ev=8.703
C 2.0399 0.4462 -0.2587 -0.070
C 0.8949 -0.5167 -0.0753 -0.368
C 0.0203 -0.6419 1.2050 -0.050
C -1.1872 -0.2899 0.3811 -0.424
O -2.2476 -1.1591 0.3917 0.046
C -1.1247 1.0190 -0.2585 -0.072
C -0.2165 0.0459 -0.9329 -0.168
H 3.0569 0.0114 -0.0989 0.081
H 1.9660 1.3218 0.3918 0.065
H 1.4958 0.8311 -1.2480 0.117
H 1.1347 -1.5186 -0.4471 0.143
H 0.2949 0.0746 1.9857 0.116
H -0.0592 -1.6441 1.6385 0.119
H -2.9045 -0.8235 -0.2285 0.104
H -1.9968 1.2467 -0.8687 0.119
H -0.7344 1.8784 0.2774 0.109
H -0.3923 -0.3259 -1.9356 0.132

---

Record 5
56
Properties=species:S:1:pos:R:3:lowdin_charge:R:1 method="wB97M-V/def2-TZVPD" homo_energy_ev=-7.989 molar_mass_g_mol=367.49 lumo_ev=0.07 energy_ev=-31850.79002 smiles="Cc1ccccc1C(=O)c1cccn1CC(=O)NCCCN1CCCCC1" orbital_gap_ev=8.058
C -3.3225 -2.3014 -1.3466 -0.032
C -4.4164 -1.8515 -0.4280 -0.205
C -5.6255 -2.5315 -0.3822 -0.039
C -6.6482 -2.1237 0.4561 -0.076
C -6.4783 -1.0134 1.2651 -0.077
C -5.2872 -0.3132 1.2221 -0.035
C -4.2560 -0.7221 0.3820 -0.124
C -2.9699 0.0288 0.4028 -0.284
O -1.8971 -0.5473 0.5825 0.044
C -3.0941 1.4497 0.1922 -0.159
C -4.1909 2.1362 -0.3313 -0.013
C -3.8422 3.4796 -0.4208 -0.057
C -2.5513 3.5916 0.0546 -0.051
N -2.1018 2.3777 0.4169 -0.035
C -0.7869 2.1417 0.9509 -0.027
H -0.7967 1.2430 1.5698 0.128
H -0.4850 3.0055 1.5486 0.136
C 0.2342 1.9790 -0.1985 -0.483
O 0.9821 2.8786 -0.5194 0.058
N 0.1515 0.7860 -0.7973 0.076
H -0.4627 0.0836 -0.3892 0.104
C 1.0298 0.3806 -1.8691 -0.175
H 0.4231 -0.0025 -2.6963 0.119
C 2.0238 -0.6879 -1.4147 -0.155
H 1.4863 -1.5534 -1.0241 0.115
H 2.6042 -1.0148 -2.2778 0.106
C 2.9626 -0.1561 -0.3273 -0.202
N 3.8951 -1.1904 0.0853 -0.180
C 4.2295 -1.1879 1.4956 -0.201
C 5.1840 -0.0567 1.8959 -0.185
C 6.4639 -0.1617 1.0707 -0.211
C 6.1163 -0.1530 -0.4156 -0.186
C 5.0989 -1.2608 -0.7222 -0.193
H 4.8147 -1.2282 -1.7758 0.111
H 5.5623 -2.2341 -0.5281 0.121
H 5.6948 0.8183 -0.6833 0.104
H 7.0127 -0.3062 -1.0191 0.107
H 7.1388 0.6643 1.3067 0.106
H 6.9757 -1.0958 1.3175 0.110
H 4.7038 0.9066 1.7100 0.111
H 5.4098 -0.1240 2.9617 0.107
H 3.3034 -1.1311 2.0725 0.115
H 4.7049 -2.1501 1.7161 0.119
H 2.3618 0.1352 0.5371 0.119
H 3.4617 0.7499 -0.6992 0.122
H 1.5620 1.2753 -2.2019 0.120
H -1.9315 4.4615 0.1544 0.132
H -4.4528 4.2806 -0.7865 0.097
H -5.1198 1.6919 -0.6298 0.114
H -5.1428 0.5499 1.8557 0.121
H -7.2703 -0.6920 1.9247 0.103
H -7.5775 -2.6735 0.4783 0.103
H -5.7657 -3.3983 -1.0122 0.110
H -2.4413 -2.5781 -0.7709 0.082
H -3.0362 -1.4966 -2.0234 0.090
H -3.6416 -3.1578 -1.9351 0.078

---

Record 6
24
Properties=species:S:1:pos:R:3:lowdin_charge:R:1 method="wB97M-V/def2-TZVPD" homo_energy_ev="-18.580 / -18.373" multiplicity=2 molar_mass_g_mol=134.27 lumo_ev="-7.69 / -12.58" energy_ev=-18785.95776 total_charge=+2 s_squared=0.760 orbital_gap_ev="10.891 / 5.795"
C -2.6559 2.5479 -1.1896 -0.003
C -1.9204 1.2333 -0.8511 0.013
C -1.6888 0.7200 0.3754 -0.027
N -1.1220 -0.5871 0.5880 0.100
H -3.0429 3.0493 -0.3111 0.088
H -1.9920 3.2817 -1.7727 0.145
H -3.5142 2.2893 -1.8310 0.116
H -1.4792 0.7256 -1.7200 0.143
H -1.7839 1.2969 1.2708 0.152
H -0.9597 -1.1272 -0.2970 0.167
H -0.0015 -0.5613 1.1502 -0.058
H -1.6862 -1.2254 1.1764 0.187
C 2.1674 0.8314 -0.6254 -0.122
C 2.0697 -0.6202 -0.2625 -0.297
S 1.4304 -0.8955 1.6908 1.025
C 1.3588 -2.6940 1.5795 -0.338
H 2.6225 0.8552 -1.6312 0.115
H 2.7738 1.3971 0.0521 0.087
H 1.1142 1.2016 -0.7479 0.073
H 3.0069 -1.2025 -0.4105 0.110
H 1.2839 -1.1977 -0.8381 0.089
H 0.5751 -3.0438 0.8425 0.074
H 2.3680 -3.1029 1.2435 0.100
H 1.0761 -3.1719 2.5190 0.061